9
Properties=species:S:1:pos:R:3 method="wB97M-V/def2-TZVPD" e_tot_ha=-1018.59664 relative_energy_kcal_mol=126.1 gap_ha="0.187 / 0.187" lumo_ev="-1.0 / -1.0" mol_weight_g_mol=126.12
H 0.64032 -0.99333 0.24910
C 0.78427 -0.58339 -1.64365
O 1.61293 -0.98004 -0.80851
O 0.58453 0.35658 -2.31996
C -1.83221 0.77722 1.17374
C -1.28999 0.03961 0.38782
O -0.62858 -0.84877 -0.29739
H -2.31319 1.54571 1.74924
Ca 2.44190 0.68641 1.50960